{
  "formula": "C6H12",
  "method": "ωB97M-V/def2-TZVPD",
  "elements": ["C", "C", "C", "H", "H", "H", "H", "H", "H", "C", "C", "C", "H", "H", "H", "H", "H", "H"],
  "xyz": [[0.08810, 1.81309, -0.00720], [0.41681, 1.49645, 1.24305], [-0.28394, 0.47770, 2.10570], [0.64551, 2.55922, -0.56812], [-0.74057, 1.34010, -0.52532], [1.23834, 2.03587, 1.71156], [-0.59776, -0.39446, 1.53283], [-1.18524, 0.89573, 2.56318], [0.37014, 0.12010, 2.90795], [-0.99245, -0.97097, -2.14747], [0.21910, -0.82335, -1.62099], [0.62942, -1.40114, -0.30550], [-1.80674, -1.39652, -1.56238], [-1.20710, -0.70952, -3.17835], [1.01017, -0.33330, -2.18931], [1.18272, -0.66960, 0.30651], [1.26080, -2.27300, -0.50801], [-0.24732, -1.76640, 0.24187]],
  "forces_ev_per_a": [[-0.017, 0.080, 0.258], [-0.130, 0.283, -0.079], [-0.082, 0.025, 0.066], [-0.085, -0.051, 0.146], [0.124, 0.029, 0.107], [-0.008, -0.094, -0.068], [-0.067, 0.261, 0.102], [0.127, 0.068, 0.075], [-0.112, 0.097, -0.092], [0.136, -0.030, -0.016], [-0.104, -0.284, -0.244], [0.058, -0.031, 0.042], [0.158, -0.105, -0.147], [-0.047, 0.249, 0.174], [-0.138, -0.137, -0.054], [-0.152, -0.526, -0.304], [0.105, 0.129, 0.139], [0.233, 0.036, -0.106]],
  "homo_energy_ev": -9.394,
  "smiles": "C=CC.C=CC",
  "total_energy_ha": -235.74215,
  "relative_energy_kj_mol": 199.7,
  "total_charge": 0,
  "largest_force_ev_per_a": 0.63
}